Record 1
C40H40BrIN3O4PdTe | the ωB97M-V functional and the def2-TZVPD basis

The geometry in XYZ format:
```
91
Properties=species:S:1:pos:R:3:forces:R:3
Pd -1.1796 -0.6209 0.9885 0.6 0.5 0.5
C 5.8052 2.7582 0.6769 -0.1 0.1 0.0
C 4.5582 1.9407 0.7503 -0.2 -0.1 0.0
C 4.6057 0.5642 1.0512 0.1 0.3 0.0
C 3.4627 -0.1703 1.0680 -0.1 0.0 -0.1
C 3.5285 -1.6325 1.4489 0.2 0.1 -0.1
O 3.9503 -1.9081 2.5474 -0.1 -0.1 0.1
C 3.1440 -2.6667 0.4514 0.0 0.1 0.1
C 2.8929 -3.9627 0.8910 0.0 -0.1 0.0
C 2.5320 -4.9394 -0.0235 0.0 0.0 0.0
C 2.4253 -4.6226 -1.3746 0.0 0.0 0.0
C 2.7000 -3.3340 -1.8180 0.0 0.0 0.0
C 3.0632 -2.3577 -0.9021 0.0 0.0 -0.1
C 2.1597 0.4274 0.8069 0.3 0.4 0.0
O 1.1883 -0.3423 0.8443 -0.6 -0.3 -0.1
C 2.1058 1.8814 0.5680 -0.3 0.0 -0.1
C 3.2946 2.5538 0.5394 0.4 0.0 0.1
C 0.8376 2.6680 0.3378 0.7 0.0 0.1
N -0.2472 2.0578 0.1314 -0.5 -0.3 0.1
C -1.5057 2.7532 -0.1070 0.1 0.0 0.0
C -2.2606 2.1197 -1.2848 0.1 0.0 0.0
Te -1.4864 0.2004 -1.7526 -0.4 0.1 0.0
C 0.1228 1.0740 -2.8743 0.3 -0.1 0.0
C 1.3967 0.5632 -2.6356 0.0 0.0 0.0
C 2.4944 1.1082 -3.2919 -0.1 0.0 0.0
C 2.3140 2.1430 -4.2030 0.0 0.0 0.0
C 1.0357 2.6199 -4.4691 0.0 0.0 0.0
C -0.0647 2.0816 -3.8128 0.0 0.0 0.0
C 0.9543 4.1655 0.3172 0.0 -0.1 0.0
C 0.9590 4.8865 1.5040 0.0 0.1 0.1
C 1.0333 6.2735 1.4732 0.0 0.0 0.0
C 1.1117 6.9390 0.2570 0.0 0.0 0.0
C 1.1153 6.2175 -0.9310 0.0 0.0 0.1
C 1.0355 4.8317 -0.9019 0.0 0.0 -0.1
H 6.6995 2.1428 0.7464 0.0 0.0 0.0
H 5.8249 3.4872 1.4931 0.0 0.0 0.0
H 5.8383 3.3266 -0.2556 0.0 0.0 0.0
H 5.5554 0.0884 1.2710 0.0 0.0 0.0
H 2.9915 -4.1881 1.9458 0.0 0.0 0.0
H 2.3415 -5.9507 0.3126 0.0 0.0 0.0
H 2.1376 -5.3860 -2.0864 0.0 0.0 0.0
H 2.6410 -3.0953 -2.8729 0.0 0.0 0.0
H 3.3094 -1.3570 -1.2437 0.0 -0.1 0.0
H 3.2787 3.6206 0.3532 0.1 0.0 0.0
H -1.3826 3.8225 -0.2836 0.0 0.0 0.0
H -2.1019 2.6223 0.7951 0.0 0.0 0.0
H -2.1331 2.7101 -2.1864 -0.1 0.1 -0.1
H -3.3162 1.9741 -1.0802 0.0 0.0 0.0
H 1.5310 -0.2560 -1.9340 0.0 0.1 0.0
H 3.4894 0.7216 -3.0997 0.0 0.0 0.0
H 3.1660 2.5654 -4.7208 0.0 0.0 0.0
H 0.8922 3.4062 -5.1993 0.0 0.0 0.0
H -1.0549 2.4492 -4.0505 0.0 0.0 0.0
H 0.9016 4.3665 2.4547 0.0 0.0 0.0
H 1.0280 6.8336 2.3996 0.0 0.0 0.0
H 1.1683 8.0196 0.2346 0.0 0.0 0.0
H 1.1794 6.7348 -1.8800 0.0 0.0 0.0
H 1.0379 4.2605 -1.8261 0.0 0.0 0.0
N -0.4425 -0.6918 3.1347 -0.2 -0.2 0.0
C -1.1971 -1.5479 4.0917 0.1 0.2 0.0
C -1.7634 -2.7564 3.3861 0.1 -0.1 0.0
C -0.7127 -3.6842 2.7556 0.0 0.1 0.0
C -0.9811 -3.8827 1.2726 0.1 0.1 0.0
N -0.6082 -2.6647 0.5182 0.0 -0.1 -0.1
H 0.5079 -1.0239 3.0158 0.1 0.0 0.1
H -0.3943 0.2593 3.4816 0.0 0.0 0.0
H -2.0118 -0.9524 4.4941 0.0 0.1 0.0
H -0.5446 -1.8331 4.9198 0.0 0.0 0.0
H -2.4167 -2.3757 2.6023 -0.1 0.0 0.0
H -2.4080 -3.3088 4.0719 0.1 0.0 0.1
H -0.6961 -4.6484 3.2645 0.0 0.0 -0.1
H 0.3035 -3.2763 2.8560 -0.1 0.0 0.1
H -2.0392 -4.0767 1.1003 0.0 0.0 -0.1
H -0.4173 -4.7302 0.8791 0.0 0.0 0.0
H -0.9583 -2.7232 -0.4358 -0.1 -0.1 0.0
H 0.4066 -2.5734 0.4892 0.0 -0.1 0.0
Br -9.4948 -3.5210 -0.2667 -0.1 0.0 0.0
C -7.7370 -2.9347 -0.6189 0.0 0.0 0.0
C -6.6710 -3.7645 -0.3075 0.1 0.0 0.0
C -5.3819 -3.3271 -0.5689 0.0 -0.1 0.0
C -5.1626 -2.0784 -1.1337 0.1 0.2 0.0
C -6.2439 -1.2599 -1.4354 -0.1 0.1 0.0
C -7.5407 -1.6848 -1.1824 0.1 0.1 0.0
C -3.7550 -1.6258 -1.3831 -0.4 0.1 0.0
O -3.6331 -0.3852 -1.7711 0.0 -0.2 0.0
O -2.8046 -2.3825 -1.2036 0.1 -0.1 -0.1
H -6.8503 -4.7358 0.1331 0.0 0.0 0.0
H -4.5303 -3.9518 -0.3367 0.0 0.0 0.0
H -6.0657 -0.2865 -1.8718 0.0 0.0 0.0
H -8.3885 -1.0539 -1.4151 0.0 0.0 0.0
I -3.4726 0.2919 1.9066 -0.3 -0.1 -0.2
```
Positions in Å, forces in eV/Å.

* ⟨S²⟩: 6.05
* net charge: +1
* multiplicity: 5
* E_LUMO (alpha / beta): -2.7 / -5.3 eV

Mulliken population analysis, charges in e, atoms 1 to 6: 0.6551, -1.5111, 0.1812, -0.9642, 1.1675, -0.6347

Record 2
C18H26Cl8N2 | the ωB97M-V functional and the def2-TZVPD basis

The geometry in XYZ format:
```
54
Properties=species:S:1:pos:R:3:forces:R:3
Cl -1.5485 -6.4001 -5.3335 0.0 -0.4 0.3
C -1.3527 -7.6850 -4.1048 0.8 -0.8 0.6
C -0.5998 -8.9069 -4.6729 -1.3 0.7 -0.9
Cl -0.2969 -10.1161 -3.4565 0.4 -0.4 1.0
H -2.3171 -7.9905 -3.6988 0.0 0.2 -0.3
H -0.7557 -7.3284 -3.2654 -0.1 0.5 -0.2
H 0.3291 -8.6033 -5.1558 -0.2 -0.2 0.0
H -1.2870 -9.4412 -5.3289 0.4 0.4 -0.6
Cl -1.4811 -2.2635 0.3289 0.0 0.1 -0.2
C -1.3229 -1.2826 -1.1762 0.6 0.3 0.6
C 0.1533 -0.8269 -1.3960 -1.8 -0.4 -0.7
Cl 1.1474 -2.2828 -1.5592 0.5 0.1 0.2
H -2.0019 -0.4484 -0.9999 0.3 0.2 -0.3
H -1.6973 -1.8834 -2.0050 0.2 0.0 0.1
H 0.4882 -0.1120 -0.6444 0.2 -0.5 0.1
H 0.1775 -0.3693 -2.3850 0.1 0.3 0.1
Cl 3.1091 4.5552 -6.5356 -0.2 -1.0 1.1
C 3.6706 5.6240 -7.7814 0.0 0.4 -1.1
C 2.7267 5.3719 -8.9731 -0.7 -0.4 -0.4
Cl 2.7451 6.5281 -10.3436 0.3 0.2 0.4
H 4.7126 5.3819 -7.9906 -0.2 0.0 -0.2
H 3.6416 6.6176 -7.3342 -0.2 0.1 -0.6
H 1.6842 5.2733 -8.6704 0.1 0.7 0.5
H 2.8282 4.3964 -9.4488 0.9 0.0 0.2
Cl 1.7926 -5.6101 6.1865 -0.3 0.1 0.0
C 3.4209 -5.6791 5.4892 0.5 -0.8 0.0
C 3.4539 -5.0732 4.1083 -0.2 0.4 -0.4
Cl 5.0824 -5.2189 3.3608 0.0 0.2 0.4
H 3.6968 -6.7323 5.4364 0.0 0.0 0.0
H 4.0962 -5.2048 6.2013 0.0 0.2 -0.3
H 3.1596 -4.0248 4.1575 0.3 0.0 -0.1
H 2.8148 -5.5659 3.3755 -0.2 -0.1 0.5
N 2.1249 3.6818 4.9083 0.7 0.5 0.9
C 1.8531 4.9621 4.5895 1.4 -1.0 1.3
C 2.4626 6.0263 5.2937 -1.6 0.3 -0.5
C 3.2824 5.7904 6.3499 1.8 -1.2 -0.6
C 3.7078 4.4591 6.5566 -0.7 0.4 1.1
C 3.0495 3.4385 5.9224 -1.4 0.9 -2.2
H 1.1764 5.1303 3.7647 -0.1 0.0 0.0
H 2.1942 7.0513 5.0846 -0.1 0.1 -0.3
H 3.8145 6.6065 6.8161 -0.2 0.1 0.3
H 4.4125 4.2201 7.3394 0.2 0.0 0.0
H 3.2326 2.3941 6.1277 0.1 0.0 0.0
N -5.3101 2.9675 1.1652 -1.3 0.9 0.0
C -6.1264 3.0519 0.0662 1.5 -1.2 1.4
C -7.0531 2.0620 -0.1944 -0.2 1.3 0.5
C -7.3285 1.1972 0.8452 -0.3 -1.4 0.3
C -6.6405 1.1624 2.0576 0.4 1.1 -1.4
C -5.6091 2.1192 2.1635 -0.2 -0.5 -1.1
H -5.9537 3.8754 -0.6110 0.3 0.0 -0.1
H -7.6198 2.1220 -1.1119 -0.2 -0.3 0.0
H -8.0858 0.4378 0.7182 -0.2 -0.1 -0.2
H -6.8892 0.3610 2.7374 0.2 0.4 0.5
H -4.9641 2.1845 3.0273 0.1 -0.1 0.1
```
Positions in Å, forces in eV/Å.

* energy relative to the best compared isomer or geometry (same formula, charge and spin): 26.83 kcal per mole
* E_LUMO: 0.6 eV

Mulliken population analysis, charges in e, atoms 1 to 6: -0.1939, -0.4186, -0.4190, -0.1858, 0.3179, 0.2954

Record 3
C4H6O2 | the ωB97M-V functional and the def2-TZVPD basis

The geometry in XYZ format:
```
12
Properties=species:S:1:pos:R:3:forces:R:3
O -1.3234 -1.3046 1.2895 -0.2 0.2 -0.4
C -1.6931 -0.6895 0.3201 0.1 -0.2 0.3
C -0.8324 0.2924 -0.4487 -0.1 0.1 -0.1
C 0.3706 0.7110 0.3406 1.8 0.6 -1.0
C 1.5397 -0.1921 0.3103 0.2 -0.3 0.0
O 1.8002 0.8102 -0.6776 -0.3 -0.7 0.1
H -2.7192 -0.8258 -0.0829 0.1 0.0 0.0
H -1.4612 1.1336 -0.7636 0.1 -0.1 0.1
H -0.5290 -0.2334 -1.3712 0.0 0.1 0.1
H 1.1907 1.6521 0.1045 -1.6 0.1 0.7
H 2.2262 -0.1956 1.1587 -0.1 0.0 -0.2
H 1.4310 -1.1583 -0.1796 -0.1 0.0 0.2
```
Positions in Å, forces in eV/Å.

* energy relative to the best compared isomer or geometry (same formula, charge and spin): 114.19 kcal per mole
* E_LUMO: 0.7 eV

Mulliken population analysis, charges in e, atoms 1 to 6: -0.4528, 0.0682, -0.6383, -0.2715, -0.2454, -0.3905

Record 4
C2H4BrP | the ωB97M-V functional and the def2-TZVPD basis

The geometry in XYZ format:
```
8
Properties=species:S:1:pos:R:3:forces:R:3
C 0.5755 -0.9402 0.3469 0.5 -0.1 0.2
C 1.3099 -0.6017 -0.6718 0.6 0.2 -1.0
P -3.7802 0.2459 -0.7838 0.8 1.4 0.6
Br -2.0893 -0.2341 0.6450 -1.1 -0.1 -0.7
H -4.2464 -0.9864 -1.1720 0.0 -1.3 0.1
H 0.7473 -1.6103 1.1958 -0.2 0.3 -0.4
H 1.1462 0.1001 -1.5049 -0.8 -0.1 0.7
H 2.2829 -1.0469 -0.8736 0.2 -0.4 0.5
```
Positions in Å, forces in eV/Å.

* energy relative to the best compared isomer or geometry (same formula, charge and spin): 91.48 kcal per mole
* E_LUMO (alpha / beta): -0.4 / -1.4 eV

Mulliken population analysis, charges in e, atoms 1 to 6: -0.3817, -0.3774, -0.0019, -0.0294, 0.0535, 0.2948

Record 5
C5H11NO2 | the ωB97M-V functional and the def2-TZVPD basis

The geometry in XYZ format:
```
19
Properties=species:S:1:pos:R:3:forces:R:3
C -0.8377 1.8724 -0.3427 8.2 2.2 -2.3
C -1.2260 -0.9920 -1.3347 -2.9 1.7 -1.1
C -1.3521 -0.9316 1.0802 5.1 -0.5 2.3
C 2.1922 1.6658 0.6398 -0.7 -0.3 0.9
C -0.4601 -0.7544 -0.0898 3.9 -1.7 -1.6
N 0.1927 0.5375 0.1969 0.0 2.0 -0.7
O -1.9764 1.9873 -0.2021 -6.9 -0.4 1.4
O 1.4235 0.8899 -0.3627 -0.6 -1.4 1.5
H -0.0766 2.5596 -0.8956 -1.1 -1.7 1.2
H -1.5747 -2.0667 -1.3516 0.3 1.3 -0.1
H -2.1048 -0.2252 -1.3092 0.9 -1.7 -0.1
H -0.7315 -0.7005 -2.2460 0.6 -0.3 -0.3
H -1.9588 -0.1448 1.0575 -3.3 2.9 -0.1
H -0.6598 -0.6574 1.9381 -1.1 -0.9 -0.3
H -1.7817 -1.8686 1.1984 -0.9 -1.6 0.1
H 1.6450 2.5968 0.9668 0.7 -0.6 -1.1
H 3.2104 1.7421 0.2271 -0.7 0.5 -0.1
H 2.3002 1.1288 1.6101 -0.2 -0.3 -0.9
H 0.4438 -1.4663 -0.2986 -1.2 0.8 1.4
```
Positions in Å, forces in eV/Å.

* energy relative to the best compared isomer or geometry (same formula, charge and spin): 81.19 kcal per mole
* ⟨S²⟩: 2.01
* multiplicity: 3
* E_LUMO (alpha / beta): 0.9 / -2.2 eV

Mulliken population analysis, charges in e, atoms 1 to 6: -0.2981, -1.2884, -1.4343, -0.5668, 0.3751, 0.1987

Record 6
C3H5N3O | the ωB97M-V functional and the def2-TZVPD basis

The geometry in XYZ format:
```
12
Properties=species:S:1:pos:R:3:forces:R:3
O 2.5721 1.1469 -0.4914 -0.4 0.0 -0.5
C 1.5686 0.6110 0.3052 -0.3 -0.2 0.0
C 0.2242 0.0297 -0.2785 -1.2 -0.6 0.5
N -0.3120 0.0191 -1.4336 -0.7 -0.4 0.9
N -2.0959 -0.8887 -0.7624 1.2 0.5 0.3
C -1.6560 -0.9311 0.4576 0.4 0.1 0.4
N -0.4687 -0.5057 0.8223 0.5 0.3 -0.3
H 2.2541 1.9429 -0.9323 0.0 0.0 0.0
H 1.2022 1.3111 1.0725 0.0 -0.1 -0.3
H 2.0079 -0.2358 0.8404 -0.2 0.1 -0.2
H -3.0779 -1.1902 -0.9120 1.0 0.5 -0.5
H -2.2187 -1.3092 1.3120 -0.4 -0.1 -0.3
```
Positions in Å, forces in eV/Å.

* energy relative to the best compared isomer or geometry (same formula, charge and spin): 102.83 kcal per mole
* E_LUMO: -1.4 eV

Mulliken population analysis, charges in e, atoms 1 to 6: -0.4980, -0.3024, 0.5950, -0.4185, -0.4370, 0.0466

| no. | calculated total energy (hartree) |
| --- | --- |
| 1 | -5280.85535 |
| 2 | -4492.47293 |
| 3 | -306.32433 |
| 4 | -2993.80873 |
| 5 | -402.04783 |
| 6 | -356.69351 |